(1)
The following is a DFT calculation (wB97M-V/def2-TZVPD) of a structure of composition C20H42CuO10.

Each line ends with the Löwdin charge.
Geometry (Å):
C1 15.6522 3.0536 10.8221  -0.51
H1 13.2194 2.8377 10.4268  0.12
H2 18.0659 9.3569 14.3728  0.08
C2 13.6133 1.8560 10.7095  -0.24
H3 10.1075 4.2553 9.9915  0.12
C3 11.4845 4.7396 12.3220  -0.53
H4 16.5498 9.8425 10.5063  0.09
H5 11.5908 4.7199 14.4867  0.09
H6 15.6811 8.2215 14.4769  0.09
H7 13.1451 7.1875 13.5038  0.04
H8 18.3732 5.6883 7.9929  0.08
H9 17.3116 2.9701 11.9934  0.08
O1 15.9612 7.8109 9.3142  0.12
H10 12.0310 8.4002 14.0843  0.05
H11 17.5210 1.9792 10.5792  0.08
H12 7.7100 5.4581 11.3847  0.07
H13 18.0099 8.0022 13.3225  0.07
O2 17.7123 8.2420 7.9694  -0.01
H14 16.4266 4.1182 15.8679  0.08
C4 16.9806 8.3909 9.0524  -0.54
O3 13.1070 8.8071 11.3066  -0.31
H15 7.8850 4.9257 9.7096  0.08
H16 12.3829 4.2198 7.8053  0.03
C5 16.1703 4.1906 14.8096  0.03
C6 9.7025 4.9007 10.7805  -0.23
H17 13.1750 0.6841 8.9308  0.08
O4 12.2280 5.2768 11.5595  0.13
C7 13.0642 8.2528 13.7350  -0.14
H18 12.9554 4.8314 6.2292  0.04
H19 16.3104 7.5237 6.6750  0.12
O5 16.5878 6.4737 15.2423  -0.01
H20 17.6318 3.8005 10.4640  0.09
H21 15.2078 3.6934 14.7347  0.07
H22 16.5372 5.5770 8.1900  0.05
C8 11.8831 4.1133 13.6307  0.03
O6 10.1835 4.5565 12.0680  0.00
H23 17.8567 10.4410 9.3782  0.07
H24 13.0677 10.2048 12.8406  0.07
C9 17.8944 8.2760 14.3716  -0.07
H25 16.5621 8.3473 15.9926  0.12
C10 8.2034 4.7295 10.7374  -0.08
C11 12.9888 0.6755 10.0023  -0.07
H26 18.7024 7.8703 14.9826  0.07
Cu1 14.3874 6.4596 10.8573  0.42
H27 18.0544 7.2951 6.1834  0.11
O7 13.1497 7.0292 8.8082  -0.31
H28 14.5398 9.3204 12.6894  0.06
H29 17.0100 3.7598 14.2674  0.07
C12 16.0504 5.6413 14.3480  -0.53
H30 11.4736 3.1010 13.5957  0.08
H31 13.4662 -0.2504 10.3509  0.07
H32 7.7775 3.7504 10.9605  0.07
H33 17.2443 5.1311 6.7599  0.08
H34 10.0223 5.8951 10.4642  0.14
H35 18.2962 9.3183 10.4968  0.07
H36 11.7067 5.6745 7.0315  0.05
C13 17.4153 9.5899 9.9002  0.03
H37 14.2464 5.3080 8.6447  0.06
H38 14.3855 6.3633 7.2957  0.06
H39 13.3712 1.7764 11.7759  0.12
C14 12.6304 5.1210 7.2360  -0.12
H40 12.9552 3.9678 13.7615  0.06
C15 17.1429 2.9435 10.9124  0.04
C16 13.4344 9.1894 12.5878  -0.56
O8 15.0893 4.0878 11.0046  0.10
H41 11.9713 0.4968 10.3477  0.08
O9 15.4500 5.9774 13.3756  0.12
C17 13.6220 5.9996 8.0283  -0.55
H42 13.6413 8.4865 14.6427  0.04
C18 16.5760 7.8920 15.0019  -0.20
C19 17.3204 7.2579 6.9832  -0.19
C20 17.3855 5.8628 7.5672  -0.09
O10 15.0060 1.9190 10.4146  0.00

Summary:
Charge: -1
Energy above the lowest of the compared OMol25 structures with the same formula, charge and spin: 0.00 kcal/mol
Lowest unoccupied orbital energy: 0.0852 Eh
Frontier orbital gap: 4.610 eV
E: -86532.7041 eV



(2)
The following is a DFT calculation (wB97M-V/def2-TZVPD) of a structure of composition C20H42GeNORhSi3.

Each line ends with the Löwdin charge.
Geometry (Å):
C1 2.3231 -2.0273 -0.4802  -0.20
C2 -2.4709 -2.5479 -0.7220  -0.47
H1 -0.0867 0.2012 5.5212  0.00
N1 -1.6187 -1.5753 -0.6532  -0.15
H2 -3.2154 0.3745 4.3789  0.00
H3 0.1110 2.5634 1.8848  0.00
H4 1.1269 0.4971 4.2625  -0.02
H5 -2.9859 3.6633 -1.3938  0.07
C3 -4.5803 -3.6369 -0.0232  -0.19
H6 -2.2264 3.3365 -2.9588  0.07
O1 -1.2446 2.6307 -1.2692  -0.29
H7 0.6623 -2.2705 2.6844  -0.01
H8 -3.8928 -1.7431 0.7078  0.07
C4 -1.3084 0.4324 1.5234  -0.47
C5 -2.2839 -3.6994 -1.5832  -0.09
H9 -0.2920 -1.2736 -2.8490  0.00
H10 2.5650 -2.8780 -1.1276  0.02
H11 1.0394 -2.3947 -3.1086  0.02
H12 -1.5593 4.5908 -1.8932  0.07
Si1 2.0385 1.5632 0.6644  0.36
H13 1.0103 1.3748 -4.0648  0.01
H14 1.1679 4.4180 -0.9651  0.01
H15 3.8675 -1.1533 -2.9866  0.01
C6 1.1589 0.9459 -0.8277  -0.55
C7 0.0702 0.5866 4.5096  -0.24
H16 -0.9900 -2.8423 2.4687  0.01
C8 -3.2006 -4.7234 -1.6428  -0.19
C9 -3.6957 -2.5865 0.0539  -0.09
H17 3.5276 3.3390 -0.3480  0.00
C10 -2.7831 -0.6097 4.1826  -0.25
C11 -0.3381 -2.2542 3.1166  -0.23
H18 1.5236 -2.3236 0.1995  0.01
Si2 0.2818 2.1950 -1.8176  0.29
H19 4.3321 1.7693 -0.3634  0.00
H20 -5.4806 -3.6028 0.5880  0.07
H21 2.2284 3.7330 -2.2002  0.02
H22 -2.6513 -1.1279 5.1369  0.00
H23 4.2308 2.6945 1.1429  0.02
H24 -1.3829 -3.7289 -2.1870  0.07
H25 1.6621 3.1023 2.5708  0.02
H26 2.8817 0.7588 2.8424  0.02
C12 3.6894 2.4250 0.2287  -0.19
H27 -0.3026 -2.7110 4.1105  0.00
C13 0.0770 1.7578 -3.6468  -0.17
H28 -2.9974 -5.5597 -2.3098  0.07
H29 0.7180 4.5157 -2.6709  0.01
H30 -0.1993 2.6528 -4.2138  0.02
H31 3.3689 0.5273 -3.2598  0.01
H32 3.2202 -1.7889 0.0937  0.00
H33 1.0308 -0.8574 -3.9759  0.01
C14 2.6110 0.2608 1.9061  -0.19
C15 -2.0245 3.5946 -1.9103  -0.19
H34 -0.1935 1.6460 4.4934  0.00
C16 -4.3700 -4.7351 -0.8697  -0.21
H35 -2.2095 1.0649 1.4667  -0.04
H36 4.2324 0.0936 -1.7845  0.00
H37 1.8395 -0.4810 2.1058  -0.01
H38 3.4992 -0.2595 1.5414  0.01
Ge1 -1.0504 -0.4295 3.2275  0.69
C17 1.1832 3.8766 -1.9129  -0.18
Si3 1.8103 -0.6039 -1.6143  0.34
C18 0.7808 -1.3335 -3.0246  -0.21
H39 -0.6954 1.0013 -3.7965  0.03
C19 1.1194 2.8978 1.6411  -0.19
H40 -3.4867 -1.1770 3.5708  0.00
H41 -5.0782 -5.5535 -0.9246  0.05
C20 3.4795 -0.2521 -2.4983  -0.20
Rh1 -0.6241 -0.1776 -0.0316  0.74
H42 1.0504 3.8346 1.0844  0.00

Summary:
Charge: -2
Lowest unoccupied orbital energy: 0.1805 Eh
Frontier orbital gap: 4.367 eV
E: -108116.7142 eV



(3)
The following is a DFT calculation (wB97M-V/def2-TZVPD) of a structure of composition C20H42MoN3O3PS6.

Each line ends with the Löwdin charge.
Geometry (Å):
H1 3.3646 6.3761 -0.1512  0.10
H2 2.5502 -2.1030 -0.9590  0.04
S1 1.3059 0.7594 -4.5139  0.32
Mo1 0.7355 0.6907 -0.8643  1.18
N1 -1.1488 -2.8477 -2.0190  -0.29
H3 -6.6543 -1.6840 0.5986  0.09
H4 6.2767 2.4341 -1.7073  0.14
H5 7.3111 1.4657 0.3522  0.10
H6 5.8682 1.8119 1.2845  0.07
C1 -1.6077 3.0495 1.5672  -0.18
H7 -3.2173 -2.4234 -2.2580  0.10
C2 -5.0153 -0.7923 1.6670  -0.24
H8 -0.3846 -3.4515 2.4369  0.10
H9 -0.0716 -4.9561 0.6006  0.08
H10 1.1103 -5.5439 -0.5723  0.11
C3 -4.4349 -0.2264 0.5173  -0.01
H11 6.8434 3.1358 0.6235  0.10
H12 3.4848 4.5167 1.5339  0.13
C4 -0.6622 -2.4825 2.0195  -0.05
H13 4.7589 4.0772 -0.5561  0.11
N2 0.9967 -3.4288 -0.4307  -0.29
O1 0.0077 1.0376 0.9872  -0.71
H14 -0.2149 -4.7139 -2.4019  0.08
H15 -3.2727 -2.6318 1.3409  0.07
S2 2.0743 0.1089 -2.8225  0.31
S3 -1.0832 1.4115 2.0660  1.10
H16 -3.0347 -3.3697 -0.2502  0.08
H17 1.9095 6.6434 -1.0889  0.10
C5 -4.3112 -0.7256 2.8723  0.00
O2 2.0479 1.9557 -0.4658  -0.76
S4 3.2722 2.5318 0.4256  1.18
C6 -6.3703 -1.4148 1.6139  -0.01
C7 -1.1318 -4.1822 -2.6554  -0.03
H18 -4.7431 -1.1528 3.7688  0.14
C8 0.9166 -4.7812 0.1819  -0.04
C9 -2.2435 -1.9795 -2.4698  -0.06
H19 -1.3834 -2.0114 2.6846  0.08
C10 2.5584 5.8693 -0.6834  -0.07
H20 3.0359 -3.7534 -0.6272  0.11
H21 2.9847 5.3337 -1.5310  0.07
H22 1.0200 4.3813 -0.3069  0.09
H23 -2.5466 -4.2492 1.2114  0.11
H24 3.8999 3.1202 -1.7739  0.10
C11 -3.2157 0.4161 0.5748  -0.08
H25 2.2435 -3.3928 -2.1639  0.10
H26 1.6579 -4.8602 0.9753  0.11
H27 5.3158 1.0970 -1.1149  0.11
C12 6.4571 2.1363 0.4214  -0.08
S5 -0.3330 1.7316 -4.2363  0.33
C13 2.2660 -3.1477 -1.1007  -0.06
C14 4.4655 3.0656 -0.8419  -0.31
H28 -2.8144 0.8932 -0.3127  0.07
H29 -6.4259 -2.2989 2.2481  0.10
N3 -1.2836 -2.6362 0.6969  -0.27
C15 1.7606 4.9659 0.2493  -0.27
H30 -2.5508 -0.0470 3.8914  0.13
H31 -1.9935 -4.7744 -2.3458  0.11
H32 0.2246 -1.8533 1.9552  0.09
P1 -0.3674 -2.5946 -0.6290  0.68
H33 -2.1609 -1.8469 -3.5488  0.10
H34 2.0203 3.6692 2.0063  0.10
H35 -7.1120 -0.7047 1.9895  0.12
C16 -2.6148 -3.2649 0.7458  -0.02
H36 -2.1894 -1.0085 -1.9765  0.05
C17 -3.0757 -0.1044 2.9446  -0.08
O3 0.1016 -1.0107 -0.7858  -0.52
S6 -0.7497 1.7717 -2.2033  0.25
C18 -2.5369 0.4731 1.7933  -0.44
H37 1.1898 5.5855 0.9453  0.13
H38 -0.8276 3.7618 1.8278  0.06
H39 -1.1637 -4.0472 -3.7352  0.11
C19 5.6525 2.1101 -0.8713  -0.28
H40 -2.5133 3.2751 2.1321  0.10
C20 2.5783 4.0357 1.1423  -0.30
H41 -1.8272 3.0624 0.4997  0.06
H42 -4.9794 -0.2634 -0.4179  0.13

Summary:
Charge: +4
Energy above the lowest of the compared OMol25 structures with the same formula, charge and spin: 0.00 kcal/mol
Lowest unoccupied orbital energy: -0.5602 Eh
Frontier orbital gap: 4.008 eV
E: -108151.9987 eV